{"formula": "C42H60O20", "method": "wB97M-V/def2-TZVPD", "symbols": ["O", "C", "C", "C", "O", "C", "O", "C", "C", "O", "H", "H", "H", "H", "O", "C", "C", "C", "O", "C", "O", "C", "C", "O", "H", "H", "H", "H", "O", "C", "C", "C", "O", "C", "O", "C", "C", "O", "H", "H", "H", "H", "C", "C", "C", "O", "H", "H", "H", "H", "H", "H", "C", "C", "C", "O", "H", "H", "H", "H", "H", "H", "C", "C", "C", "O", "H", "H", "H", "H", "H", "H", "C", "C", "C", "O", "H", "H", "H", "H", "H", "H", "C", "C", "C", "O", "H", "H", "H", "H", "H", "H", "C", "C", "C", "O", "H", "H", "H", "H", "H", "H", "C", "C", "C", "O", "H", "H", "H", "H", "H", "H", "C", "C", "C", "O", "H", "H", "H", "H", "H", "H"], "coordinates": [[2.030709, -5.058413, -20.938975], [0.812940, -4.795494, -21.054390], [-0.214561, -5.768969, -21.082531], [-1.721840, -5.405553, -21.037351], [-2.667050, -6.311460, -21.235281], [-2.131813, -4.007498, -20.900981], [-3.344620, -3.677048, -20.646174], [-1.029886, -3.052360, -20.969015], [0.389505, -3.401992, -20.945298], [1.405418, -2.462448, -20.917837], [-0.026450, -6.808401, -21.279661], [-2.490358, -7.312324, -21.320814], [-1.603907, -2.107437, -20.916868], [2.159915, -2.991094, -21.018193], [-4.831817, -4.940373, -14.451899], [-3.620883, -5.140028, -14.272110], [-2.553361, -4.159789, -14.232588], [-1.060217, -4.521128, -14.206544], [-0.157825, -3.522905, -14.288881], [-0.571637, -5.897986, -13.976114], [0.555608, -6.027339, -13.847303], [-1.648675, -6.953559, -14.019554], [-3.131262, -6.619794, -14.183718], [-4.012538, -7.583467, -14.220768], [-2.584219, -3.135454, -14.277201], [-0.611147, -2.784243, -14.353444], [-1.266555, -7.975035, -13.906258], [-4.771366, -6.964932, -14.212907], [-0.217869, -5.258536, -18.088609], [0.761132, -5.569581, -17.534283], [1.580553, -4.572053, -16.873620], [2.990489, -4.845015, -16.289616], [3.850519, -3.890458, -15.616525], [3.622217, -6.136557, -16.531720], [4.809982, -6.266996, -16.197197], [2.802669, -7.211140, -17.068559], [1.366475, -6.973068, -17.546345], [0.665448, -7.956029, -17.946392], [1.239526, -3.669357, -16.690564], [3.364983, -3.064833, -15.286671], [3.199829, -8.055375, -17.108743], [-0.072399, -7.553830, -18.177019], [-1.929070, -11.496580, -21.945315], [-1.347417, -10.300792, -21.176689], [-0.286142, -10.619694, -20.110612], [-1.724851, -9.090004, -21.321883], [-2.197735, -10.943876, -22.860693], [-2.803723, -11.771637, -21.399565], [-1.041898, -12.257269, -21.916274], [-0.143507, -11.820072, -20.201718], [-0.677868, -10.189875, -19.122318], [0.644327, -10.041262, -20.334071], [-3.891719, -6.119588, -18.061470], [-3.308619, -7.406071, -18.392235], [-4.127065, -8.637441, -18.284909], [-2.116617, -7.735444, -18.584273], [-4.675576, -5.904804, -18.759087], [-3.032356, -5.279827, -18.152247], [-4.397276, -5.903543, -17.188923], [-4.981754, -8.962293, -19.060989], [-4.603029, -8.757207, -17.366399], [-3.420837, -9.629800, -18.373194], [-7.294955, -2.616609, -16.035988], [-7.305332, -4.074777, -16.575247], [-7.963240, -5.060680, -15.800365], [-6.860778, -4.451435, -17.721151], [-6.961324, -2.281545, -15.042413], [-8.306264, -2.416286, -15.898749], [-6.783711, -2.037079, -16.712337], [-7.426848, -5.090861, -14.933243], [-7.850047, -6.011718, -16.208329], [-8.852932, -4.765398, -15.536739], [-6.691529, -10.488279, -24.218429], [-6.747393, -9.712513, -22.941305], [-5.434513, -9.430544, -22.266213], [-7.779176, -9.339226, -22.381662], [-6.003687, -10.162421, -24.948271], [-7.594773, -10.565111, -24.478173], [-6.413951, -11.685374, -24.233080], [-5.033134, -8.384708, -22.140298], [-4.650519, -9.863344, -22.845410], [-5.320749, -10.015543, -21.299536], [-6.080507, -5.469657, -22.262909], [-7.481376, -5.317742, -21.617537], [-7.851027, -6.266033, -20.414484], [-8.235758, -4.470290, -21.909932], [-6.031433, -4.453336, -22.543853], [-6.012118, -5.957208, -23.151395], [-5.256393, -5.713121, -21.577695], [-8.704370, -5.955158, -19.956790], [-7.016157, -6.622661, -19.850085], [-8.128935, -7.274637, -20.819042], [0.334885, -13.180304, -17.097167], [-0.818233, -12.194788, -17.097675], [-0.831753, -10.760570, -16.299714], [-1.973066, -12.600084, -17.448469], [0.803031, -13.251088, -18.043726], [0.025644, -14.180488, -16.818761], [1.049095, -12.775950, -16.507760], [-1.792906, -10.365296, -16.744564], [0.166345, -10.250016, -16.734788], [-0.812080, -10.901113, -15.215366], [-0.325392, -0.643049, -17.960819], [-1.457256, -1.300362, -17.171019], [-2.601396, -1.917173, -17.955352], [-1.219546, -1.472549, -16.051184], [0.413062, -0.147866, -17.276753], [-0.937877, 0.005010, -18.736480], [0.098272, -1.581096, -18.514052], [-3.075916, -1.308137, -18.639161], [-3.382691, -2.224182, -17.081977], [-2.394834, -2.862488, -18.496208], [-8.015549, -9.501784, -18.744428], [-9.255006, -9.133072, -17.990579], [-10.429664, -10.191233, -18.084064], [-9.504643, -8.099632, -17.311089], [-7.577274, -10.445445, -18.334926], [-7.141487, -8.658587, -18.493108], [-8.238772, -9.556345, -19.827805], [-10.220328, -11.314109, -18.131831], [-10.864343, -10.109442, -19.160195], [-11.015599, -9.993156, -17.316042]], "forces_ev_per_a": [[-1.407, 0.647, -0.646], [1.316, -1.523, 1.435], [-6.309, 0.755, -0.487], [5.626, -3.958, -1.149], [-0.333, -0.455, 0.204], [-2.667, 0.790, 1.214], [4.170, -1.034, -1.119], [2.317, -0.021, 0.404], [-3.834, 4.156, -0.608], [-4.189, -0.296, 0.221], [0.287, -0.219, 0.199], [0.900, 1.842, 0.339], [1.722, 0.271, -0.004], [2.547, -1.429, -0.117], [1.441, -0.631, 0.501], [0.399, -0.188, -0.541], [5.787, -3.359, 0.182], [-5.896, 3.054, 0.040], [2.418, -7.526, 0.863], [-7.204, 0.069, -1.465], [6.711, -1.754, 1.050], [-4.064, 1.652, -0.387], [8.051, -0.600, 0.927], [-0.815, 1.352, 0.005], [-1.359, 2.289, -0.295], [-3.380, 6.320, -0.877], [-0.620, 0.317, -0.113], [-1.504, -0.895, -0.224], [-4.109, 0.227, -1.948], [5.037, -0.362, 2.069], [8.026, -4.387, 2.616], [-4.508, 4.351, -1.037], [-3.108, -1.057, -1.098], [1.726, -0.987, 0.644], [-1.532, -0.249, -0.653], [-8.437, 8.687, -1.326], [7.974, 0.598, 3.249], [4.171, -3.689, 0.878], [-1.946, 4.278, 0.575], [0.485, -1.902, -0.988], [3.137, -7.448, -0.541], [-7.150, 2.165, -2.437], [2.721, 1.857, 0.200], [-0.529, 3.344, 1.052], [-0.447, -1.237, -0.333], [0.886, -3.937, -0.091], [0.030, -1.301, -0.291], [-0.580, -0.733, 0.291], [-2.270, 1.020, -0.783], [0.064, 3.056, 1.020], [0.534, -1.027, -1.239], [-0.599, -0.691, 0.097], [3.562, 3.347, -2.415], [2.377, -3.490, 0.725], [-0.763, -4.749, -3.202], [-1.225, 2.435, 0.100], [-0.367, 0.305, -0.963], [-2.020, -1.830, 0.048], [-0.808, -0.538, 2.490], [1.758, 1.577, 1.325], [-0.906, 0.212, 1.836], [-1.444, 2.646, 0.229], [0.660, -2.150, 0.738], [2.478, 0.190, -4.571], [2.971, -1.325, -0.731], [-0.891, 2.427, 3.865], [0.668, -1.307, 0.006], [-2.125, 0.867, -0.607], [0.644, 1.627, -1.804], [1.520, -0.088, 2.910], [-0.538, -1.519, -1.040], [-5.264, 1.186, 1.221], [5.453, -3.283, 2.357], [-0.115, 0.776, 2.179], [1.738, -0.129, 1.071], [0.984, -0.859, -1.486], [0.544, 1.033, -0.781], [-7.140, -0.093, -2.992], [-0.236, 2.808, 1.134], [-1.290, -0.745, 0.136], [0.677, -0.492, -0.745], [-0.613, 0.982, -0.798], [-0.963, 1.791, 2.859], [1.731, -3.914, 2.741], [1.784, -1.985, -3.682], [-1.597, 2.123, -1.311], [1.069, 1.393, -0.429], [-0.186, -2.051, -2.410], [-0.471, -0.031, -0.128], [-1.912, 1.262, 1.878], [0.597, 0.741, 0.970], [-0.032, 0.727, -0.484], [-2.117, 0.290, -1.162], [-4.967, -0.998, 1.412], [1.895, -1.263, -3.917], [3.851, 1.394, 0.389], [0.233, -0.029, -1.346], [-0.226, 0.075, 0.231], [2.450, 0.820, 2.325], [1.278, 0.207, 0.998], [-2.427, -0.480, 1.401], [0.009, 0.039, -0.325], [-1.739, -0.434, -2.195], [1.549, 0.226, -5.396], [-1.465, -2.366, 4.107], [-0.371, -1.194, 5.927], [-0.820, -0.335, -1.002], [2.098, -0.794, 1.192], [-0.326, 1.929, 0.659], [-0.909, 1.594, -1.357], [1.509, 0.654, -2.212], [0.501, 0.578, 0.545], [2.849, 2.370, 1.244], [-2.422, 0.868, 1.952], [3.371, -1.451, -5.368], [1.516, -3.128, -2.352], [-0.668, 0.492, -0.550], [-2.410, -2.037, -1.000], [0.338, -0.077, 0.541], [0.581, 1.511, 0.530], [0.155, 0.514, 1.959], [-3.315, 0.944, 3.047]], "mulliken_charge": [-0.73, 1.17, -0.99, 0.87, -0.24, 0.31, -0.59, -0.79, 0.00, -0.55, 0.43, 0.47, 0.43, 0.33, -0.65, 1.10, -1.05, 0.89, -0.38, 0.25, -0.46, -1.08, 0.34, -0.59, 0.60, 0.26, 0.43, 0.34, 0.05, 1.31, -1.32, 0.34, -0.50, 0.36, -0.61, -1.39, 0.15, 0.01, 0.75, 0.36, 0.94, -0.19, -1.12, 0.20, 0.14, -0.53, 0.24, 0.24, 0.45, 0.24, -0.36, 0.29, -0.18, 0.68, -0.41, -0.11, -0.18, -0.49, 0.51, -0.61, 0.69, -0.08, -1.54, 1.15, -1.58, -0.47, 0.32, 0.46, 0.39, 0.40, 0.26, 0.64, -1.67, 0.68, -0.13, -0.52, 0.39, 0.57, 0.26, -0.02, 0.24, 0.17, -1.00, 0.62, -0.33, -0.59, 0.47, 0.56, -0.10, 0.54, -0.29, 0.16, -1.23, 0.71, -0.45, -0.59, 0.30, 0.35, 0.41, -0.06, 0.06, 0.55, -0.67, 0.61, -0.26, -0.50, 0.34, 0.35, -0.12, 0.63, 0.04, -0.49, -0.04, 0.56, -1.26, -0.52, 0.50, -0.30, 0.08, 0.31, 0.25, 0.44], "de_lowest_kj_mol": 0.00, "smiles": "O=C1C=C(O)C(=O)C=C1O.O=C1C=C(O)C(=O)C=C1O.O=C1C=C(O)C(=O)C=C1O.CC(C)=O.CC(C)=O.CC(C)=O.CC(C)=O.CC(C)=O.CC(C)=O.CC(C)=O.CC(C)=O", "spin_multiplicity": 1, "gap_ha": 0.2374, "e_homo_ev": -8.6}